No. 1
C3H7N3S | wB97M-V/def2-TZVPD

Properties
Charge: 0
SMILES: CNN1C=CSN1

Each line ends with the Mulliken charge.
Element x y z (Å)
C  -0.940  1.330  0.014  -0.59
C  -2.265  1.170  0.054  -0.02
C  2.088  -0.731  0.408  -0.72
N  -0.970  -1.103  -0.039  -0.40
N  -0.152  0.236  0.193  0.23
N  1.138  0.261  -0.186  -0.50
S  -2.659  -0.597  -0.019  -0.07
H  -0.291  2.140  0.119  0.39
H  -3.267  1.574  0.161  0.35
H  2.294  -0.518  1.510  0.23
H  1.621  -1.745  0.382  0.28
H  2.911  -0.835  -0.338  0.32
H  -0.775  -1.412  -0.974  0.25
H  1.267  0.230  -1.283  0.25

---

No. 2
C5H10N2O | wB97M-V/def2-TZVPD

Properties
Charge: 0
SMILES: [H]/N=C(/C)NC(=C)OC

Each line ends with the Mulliken charge.
Element x y z (Å)
C  0.247  0.428  -1.813  -0.72
C  1.903  -0.848  0.802  -1.10
N  -0.625  -0.486  1.059  -0.26
C  -1.308  0.043  0.033  0.60
C  0.865  0.209  1.033  0.77
C  -2.572  -0.019  -0.398  -0.96
O  -0.380  0.941  -0.629  -0.41
N  1.136  1.278  1.656  -0.69
H  -1.139  -1.000  1.759  0.16
H  0.314  1.880  1.719  0.28
H  1.318  0.614  -1.709  0.26
H  -0.150  0.973  -2.671  0.28
H  0.085  -0.642  -1.976  0.34
H  2.716  -0.429  0.201  0.28
H  1.477  -1.713  0.295  0.31
H  2.305  -1.168  1.764  0.36
H  -3.296  -0.626  0.127  0.25
H  -2.895  0.565  -1.251  0.26

---

No. 3
C3H4N2O3 | wB97M-V/def2-TZVPD

Properties
Charge: 0
SMILES: Cn1c(=O)[nH]oc1=O

Each line ends with the Mulliken charge.
Element x y z (Å)
C  0.020  -1.089  0.089  0.47
C  -1.231  0.923  -0.118  0.51
C  1.529  0.702  0.065  -0.97
N  -1.394  -1.284  0.090  -0.02
N  0.163  0.254  0.098  0.05
O  0.835  -1.973  -0.038  -0.59
O  -1.555  2.025  -0.441  -0.49
O  -2.083  -0.067  0.023  -0.24
H  1.796  1.529  -0.602  0.35
H  1.924  1.031  0.951  0.34
H  2.066  -0.055  -0.344  0.39
H  -2.069  -1.996  0.226  0.20

---

No. 4
C5H18O6 | wB97M-V/def2-TZVPD

Properties
Charge: -2

Each line ends with the Mulliken charge.
Element x y z (Å)
C  -0.406  0.534  -3.514  -0.61
O  -0.318  1.818  -3.661  -0.79
C  -0.799  0.035  -1.913  0.00
C  0.410  -0.271  -1.202  -0.50
C  0.118  -0.476  0.466  0.50
C  -0.505  0.781  0.928  -0.56
O  -0.580  0.694  2.351  -0.72
H  -1.334  0.273  -4.217  0.21
H  0.473  -0.161  -3.539  0.27
H  -1.516  0.935  -1.670  0.17
H  -1.400  -0.947  -2.029  0.09
H  1.019  0.627  -1.251  -0.06
H  1.048  -1.127  -1.652  0.31
H  1.045  -0.965  1.009  0.03
H  -0.540  -1.230  0.781  -0.39
H  -1.530  0.947  0.620  0.29
H  0.048  1.660  0.744  0.26
H  2.131  -0.647  2.631  0.27
H  0.474  0.486  2.774  0.45
O  1.588  -0.277  3.330  -0.99
H  -1.549  -3.429  0.923  0.29
H  -1.213  -2.624  2.198  0.41
O  -1.908  -2.933  1.726  -0.67
H  2.182  2.736  -2.278  0.25
H  1.014  2.634  -3.389  0.43
O  1.978  3.086  -3.071  -0.77
H  -0.365  -2.127  4.285  0.27
H  0.742  -1.463  3.265  0.39
O  0.037  -2.288  3.351  -0.85

---

No. 5
C48H41AsBN6Rh | wB97M-V/def2-TZVPD

Properties
Charge: +2

Each line ends with the Mulliken charge.
Element x y z (Å)
Rh  0.819  -0.193  -0.146  -1.55
C  2.219  4.697  1.542  -1.53
C  1.551  3.694  0.667  0.42
C  0.756  3.892  -0.456  -0.85
C  0.453  2.618  -0.932  -0.70
N  0.994  1.728  -0.099  1.32
N  1.690  2.366  0.858  0.19
B  2.631  1.499  1.723  -0.58
N  3.499  0.677  0.722  -0.43
N  2.900  -0.125  -0.210  1.43
C  3.867  -0.763  -0.891  -0.02
C  5.103  -0.353  -0.394  -1.17
C  4.834  0.549  0.618  0.44
C  5.784  1.300  1.486  -1.38
C  3.584  -1.735  -1.962  0.50
C  2.268  -2.024  -2.304  1.81
C  1.944  -2.935  -3.292  -1.00
C  2.973  -3.583  -3.963  -0.86
C  4.296  -3.308  -3.636  -0.90
C  4.606  -2.391  -2.644  -0.78
N  1.770  0.458  2.490  0.33
N  1.150  -0.466  1.739  1.18
C  0.666  -1.440  2.523  -0.81
C  0.972  -1.111  3.842  -1.21
C  1.669  0.091  3.783  0.51
C  2.296  0.875  4.883  -1.52
C  0.064  -2.589  1.862  1.15
C  -0.739  -3.512  2.519  -0.61
C  -1.318  -4.548  1.804  -0.98
C  -1.106  -4.674  0.435  -0.71
C  -0.281  -3.774  -0.227  -0.19
C  0.311  -2.750  0.497  -0.11
C  -0.163  2.110  -2.151  0.06
C  0.325  0.905  -2.657  -0.22
C  -0.178  0.358  -3.828  -0.67
C  -1.165  1.047  -4.516  -0.65
C  -1.644  2.260  -4.029  -0.97
C  -1.147  2.796  -2.853  -0.46
H  1.939  5.698  1.223  0.44
H  1.926  4.570  2.583  0.30
H  3.304  4.611  1.485  0.27
H  0.505  4.834  -0.909  0.66
H  3.293  2.152  2.463  0.00
H  6.078  -0.668  -0.722  0.60
H  6.805  1.049  1.211  0.42
H  5.653  2.376  1.374  0.27
H  5.642  1.052  2.538  0.28
H  1.518  -1.470  -1.743  -0.02
H  0.910  -3.135  -3.546  0.48
H  2.747  -4.299  -4.740  0.45
H  5.095  -3.813  -4.162  0.42
H  5.641  -2.190  -2.404  0.42
H  0.777  -1.695  4.725  0.65
H  2.004  0.454  5.842  0.46
H  3.383  0.847  4.816  0.26
H  1.984  1.918  4.851  0.28
H  -0.932  -3.408  3.578  0.52
H  -1.950  -5.260  2.317  0.44
H  -1.558  -5.491  -0.109  0.47
H  -0.044  -3.910  -1.274  0.63
H  1.132  -2.196  0.016  0.55
H  1.245  0.466  -2.243  1.40
H  0.233  -0.560  -4.226  0.56
H  -1.549  0.650  -5.446  0.49
H  -2.412  2.792  -4.575  0.45
H  -1.533  3.731  -2.468  0.53
C  -4.077  -1.721  3.792  -0.77
C  -4.249  -2.269  2.530  -0.78
C  -3.507  -1.799  1.453  -0.48
C  -2.597  -0.772  1.658  0.88
C  -2.423  -0.213  2.922  -0.07
C  -3.165  -0.690  3.989  -0.88
As  -1.637  -0.008  0.175  2.57
C  -2.709  -0.493  -1.336  -0.38
C  -2.721  -1.692  -2.030  0.06
C  -3.651  -1.864  -3.047  -0.89
C  -4.544  -0.842  -3.351  -1.02
C  -4.514  0.360  -2.661  -0.53
C  -3.588  0.549  -1.640  -0.11
C  -3.424  1.781  -0.827  0.43
C  -4.196  2.931  -0.932  -0.36
C  -3.920  4.024  -0.121  -1.12
C  -2.881  3.985  0.802  -0.88
C  -2.111  2.836  0.931  -0.61
C  -2.394  1.752  0.119  -0.17
H  -4.666  -2.086  4.623  0.44
H  -4.968  -3.063  2.376  0.49
H  -3.655  -2.226  0.470  0.50
H  -1.724  0.601  3.077  0.32
H  -3.044  -0.251  4.970  0.50
H  -2.034  -2.490  -1.775  0.37
H  -3.689  -2.795  -3.596  0.49
H  -5.273  -0.985  -4.137  0.44
H  -5.211  1.146  -2.922  0.47
H  -5.009  2.984  -1.644  0.45
H  -4.528  4.914  -0.204  0.46
H  -2.679  4.845  1.425  0.51
H  -1.299  2.801  1.650  0.46

---

No. 6
C11H14N3O | wB97M-V/def2-TZVPD

Properties
Charge: +1
SMILES: NC(N)C/[NH+]=c1\ccoc2ccccc12

Each line ends with the Mulliken charge.
Element x y z (Å)
C  -2.838  -2.096  0.466  -0.40
C  -4.049  -1.441  0.081  -0.72
C  -1.668  -1.460  0.581  -0.94
C  -3.889  -0.139  -0.414  -0.48
C  -1.624  -0.055  0.489  1.15
C  -2.730  0.595  -0.074  0.53
C  -0.506  2.115  0.470  -0.66
C  -1.647  2.605  -0.169  -0.46
C  1.927  0.687  1.107  -1.11
C  2.241  0.333  -0.354  0.43
C  -0.428  0.708  0.843  0.85
N  0.605  0.245  1.447  -0.11
N  3.066  -0.843  -0.541  -0.67
N  0.994  0.169  -1.135  -0.44
O  -2.722  1.893  -0.459  -0.39
H  -2.866  -3.147  0.641  0.42
H  -4.864  -2.033  -0.136  0.43
H  -0.713  -1.909  0.965  0.19
H  -4.785  0.315  -0.943  0.33
H  0.444  2.696  0.301  0.27
H  -1.842  3.551  -0.636  0.47
H  2.673  0.102  1.778  0.44
H  2.049  1.720  1.341  0.26
H  2.753  1.188  -0.758  0.41
H  0.555  -0.784  1.593  0.33
H  3.930  -0.807  0.028  0.24
H  3.272  -0.836  -1.483  0.24
H  1.184  0.217  -2.114  0.27
H  0.607  -0.660  -0.856  0.12

---

Respective energy relative to the best compared isomer or geometry (same formula, charge and spin) values: 4.899 3.355 2.173 2.841 0.000 1.429 eV.
Respective HOMO-LUMO gap values: 7.82 8.95 10.84 6.71 6.81 8.51 eV.